# 1
Formula: C2H3F2IO
Source: the Open Molecules 2025 dataset
Level of theory: the ωB97M-V functional and the def2-TZVPD basis

The spin multiplicity is 1. For the total energy, the calculation gives -17701.2465 eV. The calculation puts the HOMO-LUMO gap (spin up / spin down) at 0.3529 / 0.2835 hartree. As for the highest occupied orbital energy (spin up / spin down): -9.1993 / -7.7109 eV.

Atoms and positions in Å:
C  1.1960  0.4372  -0.6537
C  -1.1653  -0.7705  0.2931
O  0.6281  1.6210  -0.6886
F  -1.3966  -0.6990  1.6586
F  -1.0724  -2.0021  -0.1001
I  2.6950  -0.1299  0.7205
H  0.6010  -0.2893  -1.1731
H  -1.9895  -0.1743  -0.1893
H  0.5038  2.0070  0.1325

Here are the Löwdin charges for atoms 1 to 5, given in e:
1 C -0.74
2 C -0.23
3 O -0.08
4 F -0.01
5 F 0.08

***

# 2
Formula: C5H11O2
Source: the Open Molecules 2025 dataset
Level of theory: the ωB97M-V functional and the def2-TZVPD basis

The spin multiplicity is 2. For the total energy, the calculation gives -9455.1282 eV. The calculation puts the HOMO-LUMO gap (spin up / spin down) at 0.3938 / 0.2866 hartree. As for the highest occupied orbital energy (spin up / spin down): -9.7844 / -9.7877 eV.

Atoms and positions in Å:
C  -0.0263  -0.3226  1.4545
O  -1.2137  -0.4386  2.1048
C  0.1623  0.9514  0.6296
C  1.3798  0.7796  -0.2978
C  0.9795  0.0829  -1.5597
C  0.9935  -1.2328  -1.7740
H  0.7893  -0.4063  2.1918
H  0.1265  -1.2512  0.8698
H  0.5331  1.6679  1.3688
H  -0.7516  1.2801  0.1415
H  1.8047  1.7588  -0.5309
H  2.1746  0.2267  0.2079
H  0.4044  0.6244  -2.2994
H  1.4731  -1.9530  -1.1141
H  0.2215  -1.6391  -2.4136
H  -3.5837  -0.3505  -0.1345
H  -2.4371  -0.1150  0.8946
O  -3.0301  0.3373  0.2606

Here are the Löwdin charges for atoms 1 to 5, given in e:
1 C -0.31
2 O 0.03
3 C -0.16
4 C -0.22
5 C -0.19

***

# 3
Formula: C12B3InO24
Source: the Open Molecules 2025 dataset
Level of theory: the ωB97M-V functional and the def2-TZVPD basis

The spin multiplicity is 1. For the total energy, the calculation gives -68793.4380 eV. The calculation puts the HOMO-LUMO gap at 0.0388 hartree. As for the highest occupied orbital energy: -9.9740 eV.

Atoms and positions in Å:
In  2.4666  0.5742  1.1888
O  -0.1677  1.1457  2.4013
C  -1.2882  1.2834  2.7858
O  -2.2799  0.4277  2.7217
B  -3.4796  1.0241  3.3389
O  -3.1793  2.4369  3.4893
C  -1.8749  2.6232  3.2885
O  -1.2824  3.6112  3.5715
O  -3.8176  0.3088  4.5692
C  -4.9131  -0.3920  4.3896
O  -5.3408  -1.2451  5.0745
C  -5.5126  0.0460  2.9864
O  -4.5868  0.7572  2.4135
O  -6.5251  -0.3473  2.5037
O  7.6478  -0.6958  0.4648
C  7.1260  -1.1135  -0.5221
O  7.6217  -1.8491  -1.4792
B  6.5720  -2.1439  -2.4524
O  5.4653  -1.2008  -2.1645
C  5.6566  -0.7285  -0.9389
O  4.8389  -0.1200  -0.3122
O  7.0991  -2.0934  -3.8308
C  6.7033  -3.1716  -4.4778
O  6.7718  -3.3760  -5.6392
C  6.1590  -4.1613  -3.4204
O  6.1138  -3.5398  -2.2463
O  5.7507  -5.2658  -3.5638
O  0.1746  0.8787  -0.6805
C  -0.9333  1.1995  -0.9934
O  -2.0207  1.1806  -0.2445
B  -3.2018  1.4203  -1.0886
O  -2.7109  1.6937  -2.4401
C  -1.4080  1.5124  -2.4448
O  -0.6815  1.4942  -3.3826
O  -4.0214  2.5087  -0.5178
C  -5.2248  2.0866  -0.2964
O  -6.1229  2.6996  0.1866
C  -5.2808  0.5231  -0.6439
O  -4.1090  0.2308  -1.1151
O  -6.2038  -0.2227  -0.4791

Here are the Löwdin charges for atoms 1 to 5, given in e:
1 In 1.19
2 O 0.03
3 C -0.37
4 O 0.26
5 B -0.88

***

# 4
Formula: C4H8O
Source: the Open Molecules 2025 dataset
Level of theory: the ωB97M-V functional and the def2-TZVPD basis

The spin multiplicity is 1. For the total energy, the calculation gives -6323.6886 eV. The calculation puts the HOMO-LUMO gap at 0.4044 hartree. As for the highest occupied orbital energy: -9.9734 eV.

Atoms and positions in Å:
C  -1.4778  -2.6750  -1.1430
C  -1.8921  -1.3956  -0.4891
O  -1.2022  -0.8572  0.3395
H  -0.4879  -2.9499  -0.7656
H  -1.3441  -2.5982  -2.2280
H  -2.1790  -3.4960  -0.9689
H  -2.8201  -0.8920  -0.8139
C  1.6453  2.2720  1.5721
C  2.2145  2.6583  0.4483
H  0.9275  1.4565  1.5775
H  1.7179  2.7842  2.5255
H  1.9897  2.2001  -0.5098
H  2.9083  3.4929  0.4554

Here are the Löwdin charges for atoms 1 to 5, given in e:
1 C -0.06
2 C -0.32
3 O 0.03
4 H 0.08
5 H 0.08

***

# 5
Formula: C4H11N2S
Source: the Open Molecules 2025 dataset
Level of theory: the ωB97M-V functional and the def2-TZVPD basis

As for the net charge: -2. The spin multiplicity is 2. For the total energy, the calculation gives -18138.2271 eV. The calculation puts the HOMO-LUMO gap (spin up / spin down) at 0.0747 / 0.2170 hartree. As for the highest occupied orbital energy (spin up / spin down): 3.9535 / -0.0203 eV.

Atoms and positions in Å:
C  -1.1524  2.0536  0.3216
N  -1.2026  0.6016  0.4435
C  0.0142  -0.0196  -0.1241
C  1.2665  0.2426  0.7390
S  2.9152  -0.1865  0.0556
C  -0.3026  -1.5275  -0.2904
N  0.5910  -2.3628  -1.1599
H  -2.1115  2.5007  0.6642
H  -0.4407  2.4922  1.0323
H  -1.0384  2.4011  -0.7107
H  -2.0818  0.2823  0.0569
H  0.2032  0.4152  -1.1204
H  1.1751  -0.3764  1.6377
H  1.2201  1.2780  1.0815
H  -1.3072  -1.6471  -0.6764
H  -0.0732  -1.9815  0.6869
H  1.4703  -2.3016  -0.6353
H  0.8551  -1.8643  -2.0022

Here are the Löwdin charges for atoms 1 to 5, given in e:
1 C -0.57
2 N -0.12
3 C -0.47
4 C -0.72
5 S 0.01

***

# 6
Formula: C4H13N2O
Source: the Open Molecules 2025 dataset
Level of theory: the ωB97M-V functional and the def2-TZVPD basis

As for the net charge: +2. The spin multiplicity is 2. For the total energy, the calculation gives -9362.4489 eV. The calculation puts the HOMO-LUMO gap (spin up / spin down) at 0.2460 / 0.1457 hartree. As for the highest occupied orbital energy (spin up / spin down): -17.4687 / -17.4664 eV.

Atoms and positions in Å:
N  -0.5847  2.6817  -2.2529
C  0.6127  -0.6970  -0.3471
C  -0.6316  -0.0832  0.1363
C  -1.4803  -0.9747  1.1122
O  -2.8103  -0.5344  1.3840
C  1.6557  -1.1884  0.6325
N  2.7616  -0.1310  0.6103
H  -0.7020  3.5048  -1.6337
H  -1.5024  2.4909  -2.6403
H  0.3451  2.4903  -2.6139
H  0.5667  -1.1892  -1.3165
H  -0.5342  0.9130  0.7034
H  -1.2845  0.0495  -0.7379
H  -1.5040  -1.9918  0.6681
H  -0.8937  -0.9961  2.0366
H  -3.2081  -1.2939  2.0278
H  2.0564  -2.2064  0.4585
H  1.3011  -1.0931  1.6612
H  2.2797  0.6165  0.0710
H  3.5569  -0.3674  0.0404

Here are the Löwdin charges for atoms 1 to 5, given in e:
1 N 0.51
2 C 0.13
3 C -0.15
4 C -0.24
5 O -0.06

***

Q: spin multiplicity of number 2 (C5H11O2)?
A: 2

***

Q: spin multiplicity of number 4 (C4H8O)?
A: 1